No. 1
A 2-piece molecular cluster, C14H22BN2 overall in a non-equilibrium geometry. Source: the Open Molecules 2025 dataset; level of theory: ωB97M-V/def2-TZVPD.

Computed properties:
- Multiplicity: 1
- Gap between HOMO and LUMO: 0.2589 Eh
- HOMO: -11.38 eV
- Total charge: +1
- Energy above the lowest of the compared OMol25 structures with the same formula, charge and spin: 0.0 kJ/mol

CARTESIAN COORDINATES (ANGSTROEM)
N: -1.920 3.048 -1.418
N: -2.698 1.070 -1.046
C: 4.656 -2.254 1.140
C: -1.562 1.809 -0.967
C: 4.063 -1.225 1.881
C: 2.511 -2.637 0.048
C: -0.163 -0.692 2.019
C: -3.724 1.815 -1.518
C: -2.848 -0.322 -0.672
C: 2.706 -0.945 1.738
C: 0.400 -1.264 0.718
C: 1.895 -1.626 0.818
C: -1.036 4.183 -1.507
C: 3.869 -2.938 0.197
C: -0.380 -2.396 0.051
C: -3.225 3.077 -1.750
B: -0.230 1.627 -0.537
H: -0.148 3.961 -2.097
H: -0.064 0.393 1.967
H: 0.111 1.944 0.586
H: 0.290 -0.472 -0.015
H: -0.013 -3.379 0.353
H: 5.714 -2.493 1.275
H: -1.455 -2.362 0.275
H: 2.247 -0.192 2.377
H: 1.917 -3.230 -0.660
H: -2.712 -0.464 0.407
H: -1.217 -0.950 2.129
H: -4.705 1.452 -1.660
H: 4.656 -0.624 2.568
H: 4.336 -3.700 -0.431
H: -0.727 4.540 -0.521
H: -3.727 3.931 -2.116
H: 0.636 1.380 -1.341
H: -2.144 -0.952 -1.223
H: -0.220 -2.383 -1.044
H: 0.382 -1.073 2.905
H: -3.874 -0.650 -0.927
H: -1.595 4.992 -2.004

Mulliken population analysis, charges in e, atoms 1 to 8: N 0.1996; N 0.1730; C -0.4527; C 0.0074; C -0.7218; C -0.3208; C -1.5382; C -0.3340



No. 2
A 10-piece molecular cluster, C14H22Cl27P overall in a non-equilibrium geometry. Source: the Open Molecules 2025 dataset; level of theory: ωB97M-V/def2-TZVPD.

Computed properties:
- Multiplicity: 1
- Gap between HOMO and LUMO: 0.2984 Eh
- HOMO: -7.93 eV

CARTESIAN COORDINATES (ANGSTROEM)
Cl: 2.839 -2.602 -3.183
Cl: 9.739 1.686 -1.046
Cl: 7.106 0.735 -1.849
Cl: 7.403 3.389 -0.687
Cl: 5.565 -2.986 -0.405
Cl: -6.034 -3.484 0.020
Cl: 0.431 5.302 6.160
Cl: 3.000 0.291 -3.481
Cl: -2.197 2.806 -2.148
Cl: -3.173 10.024 4.045
Cl: -0.267 1.319 1.338
Cl: -2.494 0.151 -3.311
Cl: -1.391 7.574 6.171
Cl: -3.593 7.331 3.019
Cl: -0.111 -4.220 -3.936
Cl: -0.488 -5.320 -6.607
Cl: -7.447 -4.567 -2.285
Cl: 1.354 -3.102 -6.191
Cl: -2.269 4.998 7.209
Cl: -4.967 -3.087 -2.660
Cl: 4.026 -3.264 2.052
Cl: 5.274 -0.715 1.396
Cl: 0.139 1.103 -2.507
Cl: -1.004 3.266 3.375
Cl: -5.879 9.009 3.686
Cl: -3.023 1.484 2.266
Cl: 5.313 -1.368 -4.099
P: -3.021 -3.339 0.714
C: 8.005 1.722 -0.685
C: -4.221 8.987 3.062
C: -1.182 -3.810 0.912
C: -0.168 -2.560 1.224
C: -1.257 5.815 6.005
C: -1.595 1.139 -2.146
C: 0.568 -2.039 -0.182
C: -3.292 -1.461 0.496
C: -1.543 2.398 1.928
C: 0.667 -4.576 -5.487
C: 1.997 -1.232 0.130
C: 5.417 -2.478 1.286
C: 3.544 -1.271 -4.116
C: -6.440 -3.238 -1.687
H: 2.302 -1.329 1.279
H: -1.613 5.535 5.010
H: -4.320 -1.195 1.042
H: -0.115 -1.276 -0.766
H: 1.883 -0.078 -0.139
H: 2.875 -1.620 -0.574
H: -1.748 0.719 -1.148
H: 7.852 1.302 0.313
H: -1.762 3.131 1.148
H: 0.720 -3.010 1.882
H: -1.098 -4.563 1.835
H: -0.866 -4.426 -0.060
H: -3.491 -1.195 -0.651
H: -3.428 -3.938 -0.543
H: -4.232 9.378 2.041
H: -2.420 -0.812 0.952
H: -0.629 -1.686 1.849
H: 1.480 -5.284 -5.310
H: 6.322 -2.784 1.818
H: -7.008 -2.308 -1.776
H: 0.755 -3.011 -0.850
H: 3.205 -1.359 -5.152

Mulliken population analysis, charges in e, atoms 1 to 8: Cl -0.0665; Cl -0.1298; Cl -0.0200; Cl -0.1236; Cl -0.0873; Cl -0.0794; Cl -0.1323; Cl -0.1200



No. 3
One molecule with the formula C14H22ClNOS. Source: the Open Molecules 2025 dataset; level of theory: ωB97M-V/def2-TZVPD.

Computed properties:
- Multiplicity: 1
- Gap between HOMO and LUMO: 0.3293 Eh
- HOMO: -8.21 eV
- Energy above the lowest of the compared OMol25 structures with the same formula, charge and spin: 15.6 kJ/mol

CARTESIAN COORDINATES (ANGSTROEM)
Cl: 6.161 -2.048 -0.515
S: 1.432 1.687 1.186
O: -7.627 -1.506 -0.224
N: -3.552 1.186 0.098
C: -4.200 0.079 -0.577
C: 4.244 -1.150 1.163
C: 0.068 1.427 -1.237
C: -5.549 -0.206 0.079
C: -7.774 -2.038 1.068
C: -1.160 0.779 -0.600
C: 4.430 -0.027 -0.959
C: 0.746 2.443 -0.328
C: 4.855 -1.004 -0.074
C: 3.197 -0.319 1.502
C: 3.385 0.810 -0.610
C: -2.375 1.721 -0.553
C: -6.293 -1.333 -0.642
C: 2.756 0.665 0.619
H: -8.833 -2.259 1.188
H: -3.330 0.927 1.054
H: 0.033 3.174 0.048
H: 4.584 -1.910 1.848
H: -1.424 -0.110 -1.175
H: -6.365 -1.100 -1.708
H: -5.385 -0.476 1.125
H: -5.737 -2.278 -0.528
H: -7.467 -1.327 1.843
H: -7.195 -2.962 1.184
H: 3.080 1.574 -1.307
H: -0.911 0.462 0.416
H: -0.224 1.933 -2.162
H: 0.788 0.646 -1.497
H: -3.599 -0.847 -0.579
H: -2.659 1.998 -1.573
H: 4.915 0.085 -1.916
H: -6.157 0.699 0.054
H: 1.546 2.977 -0.840
H: -2.111 2.636 -0.016
H: -4.357 0.376 -1.618
H: 2.710 -0.421 2.460

Mulliken population analysis, charges in e, atoms 1 to 8: Cl -0.2201; S -0.1569; O -0.3646; N -0.2734; C -0.6393; C -0.6301; C -0.7494; C -0.3578



Number 1: E -680.7328 a.u.. Number 2: E -13313.0079 a.u.. Number 3: E -1535.0113 a.u..